1.
Molecular formula: C24H32N6O
Method: DFT, wB97M-V/def2-TZVPD

CARTESIAN COORDINATES (ANGSTROEM)
C: -0.8212 1.9209 3.5841
C: -1.3960 0.5501 3.5437
N: -0.9683 -0.3925 4.3682
N: -1.6604 -1.4929 4.0847
C: -1.4374 -2.7052 4.8168
C: -2.5427 -1.2767 3.0894
C: -2.4117 0.0421 2.7024
C: -3.1927 0.7525 1.6378
N: -2.6912 0.6166 0.2788
C: -1.4138 1.2587 0.0521
C: -1.1538 1.3419 -1.4493
C: -1.1489 -0.0623 -2.0611
N: -0.9670 0.0149 -3.4915
N: -2.0022 0.2924 -4.2881
C: -1.5098 0.4329 -5.5012
C: -0.1223 0.2486 -5.5145
C: 0.1937 -0.0151 -4.1983
N: 1.4179 -0.2865 -3.5965
C: 2.6052 0.2680 -3.9822
O: 2.7039 1.0258 -4.9180
C: 3.8129 -0.1661 -3.1624
C: 3.5738 -0.4817 -1.6859
C: 2.9239 0.6855 -0.9333
C: 2.5829 0.3247 0.4871
C: 3.1515 1.0084 1.5529
C: 2.8252 0.6851 2.8590
C: 1.9293 -0.3357 3.1219
C: 1.3604 -1.0284 2.0674
C: 1.6819 -0.6977 0.7643
C: -2.4664 -0.7528 -1.7192
C: -2.6757 -0.7464 -0.2070
H: -0.1092 2.0600 2.7706
H: -1.6059 2.6690 3.4886
H: -0.2984 2.0624 4.5256
H: -2.3437 -3.0120 5.3433
H: -1.1275 -3.5117 4.1483
H: -0.6485 -2.5131 5.5410
H: -3.1960 -2.0508 2.7381
H: -4.2197 0.3726 1.6356
H: -3.2258 1.8219 1.8630
H: -0.5833 0.7182 0.5431
H: -1.4552 2.2671 0.4688
H: -0.2035 1.8458 -1.6378
H: -1.9508 1.9159 -1.9229
H: -0.3179 -0.6396 -1.6363
H: -2.1596 0.6530 -6.3243
H: 0.5546 0.3103 -6.3388
H: 1.4039 -0.8826 -2.7832
H: 4.5481 0.6352 -3.2584
H: 4.2314 -1.0466 -3.6593
H: 2.9666 -1.3847 -1.5796
H: 4.5374 -0.7042 -1.2213
H: 3.6064 1.5371 -0.9424
H: 2.0124 0.9953 -1.4518
H: 3.8527 1.8074 1.3573
H: 3.2723 1.2344 3.6743
H: 1.6570 -0.5789 4.1365
H: 0.6568 -1.8249 2.2607
H: 1.2220 -1.2478 -0.0462
H: -3.2738 -0.2080 -2.2061
H: -2.4648 -1.7776 -2.0943
H: -1.8811 -1.3456 0.2783
H: -3.6380 -1.2067 0.0280

Results
E_LUMO in eV: 0.554
ΔE to the lowest compared entry with this formula, charge and spin in kJ/mol: 98.17
Frontier orbital gap in eV: 9.046
F_max in hartree/bohr: 0.0155
SMILES: Cc1nn(C)cc1CN1CCC(n2nccc2NC(=O)CCCc2ccccc2)CC1

=====

2.
Molecular formula: C33H42O17
Method: DFT, wB97M-V/def2-TZVPD

CARTESIAN COORDINATES (ANGSTROEM)
O: -3.9128 -0.4346 -5.8776
C: -3.1098 0.5024 -5.5576
C: -3.1488 1.1244 -4.2316
C: -2.1368 2.2194 -3.9346
O: -1.7928 2.5884 -2.6896
C: -1.4288 2.7884 -5.0726
O: -0.7678 3.9144 -4.9196
C: -1.4708 2.1314 -6.3686
C: -2.2298 0.9504 -6.5926
O: -2.1598 0.2744 -7.7786
H: -3.7348 0.8304 -3.2996
H: -2.3778 2.2284 -2.0476
H: -0.9808 2.4434 -7.1446
H: -2.6118 -0.4506 -7.7036
O: -1.3768 -3.8926 7.4134
C: -0.8618 -4.1356 6.3974
C: -0.8368 -3.0906 5.3504
C: -0.1238 -3.3186 4.0114
O: 0.1012 -2.3436 3.1314
C: 0.2992 -4.6936 3.5934
O: 0.8382 -4.9616 2.5644
C: 0.2802 -5.6816 4.7074
C: -0.3008 -5.4246 6.0534
O: -0.2408 -6.4636 7.0454
H: -1.2288 -1.9876 5.5794
H: -0.2318 -1.5356 3.5954
H: 0.6632 -6.6336 4.4864
H: -0.7968 -6.3216 7.8214
O: 5.4522 7.6114 1.3094
C: 5.0992 6.6134 0.6864
C: 4.6792 5.4064 1.4184
C: 4.0502 4.1814 0.7194
O: 3.6292 3.0584 1.4664
C: 4.0692 4.1404 -0.8236
O: 3.6102 3.1924 -1.4056
C: 4.5242 5.4094 -1.4186
C: 4.9772 6.5604 -0.7296
O: 5.4842 7.6834 -1.3856
H: 4.6262 5.5414 2.5154
H: 3.8132 2.9724 2.3174
H: 4.6712 5.3984 -2.6406
H: 5.8682 8.0164 -0.6406
C: 0.3912 2.6344 2.7264
C: 0.1452 1.2134 2.0514
C: 0.2642 1.1644 0.6294
O: -0.0558 0.2454 2.8074
H: 0.0752 2.7324 3.9264
H: -0.2408 3.2404 2.1714
H: 1.4022 3.0084 2.6644
H: 0.4842 0.2344 0.0714
H: 1.0552 1.8794 -0.0166
H: -0.8028 1.6244 0.3034
C: -2.3508 -2.5476 -0.2586
C: -3.8358 -2.4056 -0.3626
C: -4.4438 -2.5816 -1.7726
O: -4.6808 -2.3086 0.5714
H: -1.5398 -1.7706 -0.3026
H: -2.1458 -3.2636 -0.8516
H: -2.2888 -2.7796 0.8784
H: -4.4288 -1.6426 -2.4456
H: -5.4948 -2.7676 -1.7516
H: -4.0828 -3.4996 -2.3986
C: -0.1448 -1.2186 -3.2226
C: -0.2188 -2.7386 -2.9856
C: 0.8882 -3.2976 -2.1366
O: -1.1558 -3.4486 -3.3886
H: -1.0718 -0.9456 -4.0046
H: 0.7652 -0.9626 -3.8896
H: -0.3418 -0.5706 -2.4026
H: 1.8642 -3.1756 -2.8646
H: 0.8962 -4.3676 -2.1636
H: 0.8482 -2.9576 -1.1556
C: 3.2562 -2.4486 1.0114
C: 4.4212 -1.7336 1.7064
C: 5.4772 -1.1146 0.7304
O: 4.3882 -1.6296 2.8814
H: 2.6862 -2.8966 1.5914
H: 3.5042 -3.2886 0.2324
H: 2.6542 -1.7086 0.5144
H: 5.6672 -1.7516 0.0014
H: 6.5432 -0.8156 1.1324
H: 5.2972 -0.1136 0.2904
C: -5.2858 1.9084 0.4864
C: -3.8678 1.2954 0.4084
C: -3.3138 0.6364 1.6584
O: -3.2438 1.2714 -0.6256
H: -5.5718 2.4734 1.3384
H: -5.8668 1.0524 0.5104
H: -5.5358 2.4624 -0.3116
H: -4.1698 -0.0826 1.9874
H: -3.1798 1.3424 2.4864
H: -2.4888 0.0044 1.6174

Results
E_LUMO in eV: -2.486
ΔE to the lowest compared entry with this formula, charge and spin in kJ/mol: 1280.44
Frontier orbital gap in eV: 6.369
F_max in hartree/bohr: 0.1802
SMILES: O=C1C=C(O)C(=O)C=C1O.O=C1C=C(O)C(=O)C=C1O.O=C1C=C(O)C(=O)C=C1O.CC(C)=O.CC(C)=O.CC(C)=O.CC(C)=O.CC(C)=O

=====

3.
Molecular formula: C4H8N2O
Method: DFT, wB97M-V/def2-TZVPD

CARTESIAN COORDINATES (ANGSTROEM)
C: -1.3838 -0.7722 -1.4106
C: -0.1443 -0.9077 -0.5657
C: 0.9738 0.1820 -0.6231
N: 1.5098 -0.1575 0.6992
O: 2.0722 1.0208 1.3398
C: 0.0550 0.0385 0.5602
N: -0.7946 0.8763 1.2666
H: -1.6969 0.2681 -1.4633
H: -1.1957 -1.1310 -2.4208
H: -2.1961 -1.3585 -0.9843
H: 0.2435 -1.9165 -0.4615
H: 1.2473 1.0271 -1.2207
H: 2.9133 0.7069 1.6907
H: -1.2870 0.4069 2.0193
H: -0.3166 1.7167 1.5741

Results
E_LUMO in eV: 1.035
ΔE to the lowest compared entry with this formula, charge and spin in kJ/mol: 495.03
Frontier orbital gap in eV: 8.907
F_max in hartree/bohr: 0.0449
SMILES: C[C@H]1[C@@H]2N(O)[C@@]21N

=====

4.
Molecular formula: C32H46As3N4O6PbSe
Method: DFT, wB97M-V/def2-TZVPD

CARTESIAN COORDINATES (ANGSTROEM)
Pb: -1.8413 -0.6733 0.1505
O: -5.0043 -3.7542 2.0601
C: -4.1551 -3.0068 1.3655
O: -3.5913 -2.0363 1.8210
C: -3.9854 -3.4624 -0.0479
C: -4.6201 -4.5763 -0.5606
C: -4.4115 -4.8861 -1.9017
C: -3.5901 -4.0769 -2.6613
C: -2.9793 -2.9827 -2.0552
N: -3.1716 -2.6974 -0.7766
C: -2.0522 -2.0656 -2.8537
O: -1.8952 -2.3253 -4.0363
O: -1.5129 -1.1029 -2.1967
H: -5.0789 -3.3916 2.9554
H: -5.2678 -5.1705 0.0665
H: -4.8978 -5.7471 -2.3414
H: -3.4007 -4.2579 -3.7100
C: 1.7543 -0.3247 -2.9278
As: 1.3044 -0.8943 -1.1107
C: 1.1552 -2.7970 -1.5292
C: 3.1869 -0.8517 -0.4675
C: 3.5345 -1.1072 1.0055
C: 3.0114 0.0134 1.9124
C: 2.9584 -2.4507 1.4914
As: 1.0221 -2.5688 1.9074
C: 1.1058 -2.2276 3.8330
C: 0.9890 -4.5203 2.0215
C: 5.0693 -1.2154 1.1532
As: 6.4362 0.1033 0.5442
C: 5.5208 1.8480 0.5121
C: 6.4157 -0.2209 -1.3922
H: 2.5761 -0.9319 -3.3078
H: 2.0414 0.7264 -2.9738
H: 0.8711 -0.4770 -3.5482
H: 2.1446 -3.2277 -1.6804
H: 0.5820 -2.8922 -2.4510
H: 0.6400 -3.3407 -0.7392
H: 3.5757 0.1252 -0.7589
H: 3.7190 -1.5811 -1.0848
H: 1.9162 -0.0507 1.9916
H: 3.3411 0.9938 1.5541
H: 3.3894 -0.0885 2.9322
H: 3.4713 -2.7562 2.4072
H: 3.1626 -3.2234 0.7445
H: 1.9334 -2.7794 4.2802
H: 0.1711 -2.5638 4.2816
H: 1.2164 -1.1655 4.0455
H: 1.7938 -4.8731 2.6664
H: 1.1043 -4.9627 1.0330
H: 0.0353 -4.8407 2.4374
H: 5.4018 -2.1361 0.6621
H: 5.3007 -1.3512 2.2127
H: 5.2442 2.1561 1.5202
H: 4.6476 1.8697 -0.1435
H: 6.2438 2.5709 0.1344
H: 6.6390 -1.2712 -1.5803
H: 7.2068 0.3765 -1.8445
H: 5.4693 0.0360 -1.8645
C: -3.2852 4.4677 -0.4126
N: -3.3293 3.6859 -1.6459
C: -3.1560 4.2230 -2.9058
C: -3.2452 3.2050 -3.7841
N: -3.4756 2.0565 -3.0521
C: -3.6462 0.7227 -3.6294
C: -3.5262 2.3582 -1.7420
Se: -3.9562 1.2115 -0.3238
H: -3.9822 5.2998 -0.4876
H: -2.2790 4.8482 -0.2537
H: -3.5635 3.8315 0.4200
H: -2.9832 5.2744 -3.0608
H: -3.1698 3.1938 -4.8575
H: -3.8949 0.8352 -4.6809
H: -4.4554 0.2116 -3.1132
H: -2.7317 0.1417 -3.5263
O: 0.0079 2.9177 -1.2534
C: 0.8463 2.4103 -0.6270
O: 0.7154 2.2878 0.8080
H: 1.7900 1.9654 -0.9456
C: -1.1397 0.9625 2.5124
C: -1.1007 2.3464 2.4227
C: -2.0237 3.2159 3.1079
C: -1.9521 4.5761 3.0441
C: -0.9656 5.2389 2.2683
C: -0.0766 4.4579 1.5500
C: -0.1961 3.0949 1.6361
C: -0.8755 6.6669 2.2096
N: -0.7935 7.8145 2.1546
H: -1.8256 0.5174 3.2263
H: -0.2538 0.3750 2.2828
H: -2.7940 2.7435 3.7059
H: -2.6603 5.1795 3.5996
H: 0.6799 4.9200 0.9265
H: 1.4509 1.8286 1.2694

Results
E_LUMO in eV: -2.899
ΔE to the lowest compared entry with this formula, charge and spin in kJ/mol: 451.60
Frontier orbital gap in eV: 6.066
F_max in hartree/bohr: 0.0106
Net charge: +1